w) ORCA calculation (ωB97M-V/def2-TZVPD) on the molecule C3H10NOPS.

Structure (XYZ):
```
17
Properties=species:S:1:pos:R:3
C -1.60 0.97 -0.16
C -1.45 -0.32 0.70
P 0.19 -1.00 0.26
O 0.86 -0.83 1.72
S 0.28 -2.91 -0.10
N 1.21 0.20 -0.79
C 1.65 1.40 0.00
H -1.03 1.79 -0.10
H -1.44 0.61 -1.20
H -2.62 1.31 -0.05
H -2.37 -1.00 0.61
H -1.25 0.01 1.78
H 1.68 -1.29 1.83
H 2.05 -0.42 -1.15
H 0.72 1.81 0.22
H 2.27 1.11 0.91
H 2.41 2.10 -0.60
```

Results
* charge: 0
* LUMO level: 0.7 eV
* orbital gap: 9.46 eV
* SMILES string: CC[P@@](O)(=S)NC
* multiplicity: 1

How is the electron density shared among the atoms? According to natural (NBO), the charges in e are: C -0.6130; C -0.7843; P 1.6626; O -1.0175; S -0.5846; N -0.9216; C -0.4169; H 0.2047; H 0.2184; H 0.2162; H 0.2797; H 0.2605; H 0.5089; H 0.3970; H 0.1939; H 0.1864; H 0.2096



x) ORCA calculation (ωB97M-V/def2-TZVPD) on a cluster of 2 separate species, C3H10NOPS in total.

Structure (XYZ):
```
17
Properties=species:S:1:pos:R:3
C 1.08 0.98 -1.27
C 1.19 0.20 -0.17
C 1.15 0.76 1.26
P 0.80 -1.65 -0.11
H 0.84 0.58 -2.25
H 1.18 2.05 -1.13
H 1.30 1.84 1.29
H 0.01 0.43 1.40
H 1.78 0.30 1.92
H 1.16 -2.06 -1.32
H 2.10 -1.86 0.35
N -2.35 -1.16 -0.25
S -2.43 0.17 0.88
O -1.92 1.31 -0.03
H -3.22 -1.49 -0.55
H -1.78 -1.86 0.08
H -0.88 1.47 -0.12
```

Results
* charge: 0
* LUMO level: 0.9 eV
* orbital gap: 9.28 eV
* SMILES string: C=C(C)P.NSO
* multiplicity: 1

How is the electron density shared among the atoms? According to natural (NBO), the charges in e are: C -0.4685; C -0.1975; C -0.6779; P 0.2893; H 0.2148; H 0.1977; H 0.2178; H 0.2298; H 0.2181; H -0.0305; H -0.0180; N -0.9966; S 0.6751; O -0.8988; H 0.3681; H 0.3700; H 0.5072



w) is preferred energetically. Next in line: 70.0 kcal/mol higher.



w) ORCA calculation (ωB97M-V/def2-TZVPD) on a cluster of 2 separate species, C2H3BO3 in total.

Structure (XYZ):
```
9
Properties=species:S:1:pos:R:3
B 1.00 0.35 0.16
C -2.62 -0.03 0.09
C -1.54 0.48 0.07
O 0.40 -0.87 0.09
O 2.37 0.47 0.12
O 0.27 1.43 0.08
H -3.64 -0.02 -0.05
H 0.96 -1.50 -0.35
H 2.80 -0.31 -0.21
```

Results
* charge: 0
* LUMO level (spin up / spin down): -2.1 / -2.1 eV
* orbital gap (spin up / spin down): 8.80 / 8.80 eV
* multiplicity: 1

How is the electron density shared among the atoms? According to natural (NBO), the charges in e are: B 1.1996; C -0.3727; C 0.3023; O -0.8827; O -0.8815; O -0.5798; H 0.2429; H 0.4884; H 0.4836



x) ORCA calculation (ωB97M-V/def2-TZVPD) on the molecule C2H3BO3.

Structure (XYZ):
```
9
Properties=species:S:1:pos:R:3
O -2.25 0.51 0.08
C -1.09 0.17 0.00
C 0.10 1.09 -0.05
O 1.36 -0.14 0.18
B 0.67 -1.29 0.00
O -0.66 -1.10 0.05
H 0.64 1.45 -0.99
H -0.05 1.67 0.89
H 1.28 -2.36 -0.17
```

Results
* charge: 0
* LUMO level: 0.4 eV
* orbital gap: 11.54 eV
* SMILES string: O=C1COBO1
* multiplicity: 1

How is the electron density shared among the atoms? According to natural (NBO), the charges in e are: O -0.5262; C 0.7470; C -0.1973; O -0.7216; B 0.9145; O -0.6693; H 0.2760; H 0.2494; H -0.0725



x) is preferred energetically. Next in line: 85.3 kcal/mol higher.



w) ORCA calculation (ωB97M-V/def2-TZVPD) on the molecule C5H8BrN.

Structure (XYZ):
```
15
Properties=species:S:1:pos:R:3
H -2.35 2.73 -0.05
N -1.58 2.08 0.07
C -1.63 0.85 0.06
Br -3.28 -0.43 -0.02
C -0.40 0.01 0.02
C -0.37 -1.54 -0.23
C 0.72 0.73 0.05
C 2.08 0.04 0.10
H -0.76 -2.33 0.47
H -0.97 -1.65 -1.15
H 0.65 -1.72 -0.45
H 0.71 1.76 0.39
H 2.39 -0.71 -0.65
H 1.90 -0.58 1.14
H 2.86 0.77 0.25
```

Results
* charge: 0
* LUMO level: 0.4 eV
* orbital gap: 9.76 eV
* SMILES string: [H]/N=C(Br)/C(C)=C/C
* multiplicity: 1

How is the electron density shared among the atoms? According to natural (NBO), the charges in e are: H 0.3933; N -0.6463; C 0.3613; Br -0.1527; C -0.1352; C -0.6486; C -0.1015; C -0.6633; H 0.2413; H 0.2326; H 0.2135; H 0.2309; H 0.2276; H 0.2246; H 0.2224



x) ORCA calculation (ωB97M-V/def2-TZVPD) on a cluster of 2 separate species, C5H8BrN in total.

Structure (XYZ):
```
15
Properties=species:S:1:pos:R:3
C 1.86 -1.42 1.32
C 0.86 -0.84 0.85
N 0.15 0.12 0.23
C 0.43 0.54 -1.08
C -1.03 0.52 0.95
C -1.98 1.31 0.48
H 2.40 -2.15 1.89
H 0.73 1.61 -1.21
H 1.15 -0.07 -1.61
H -0.51 0.35 -1.52
H -1.07 -0.02 1.90
H -2.78 1.73 1.04
H -1.68 1.68 -0.44
Br 4.52 -0.78 -0.40
H 3.77 -0.44 0.64
```

Results
* charge: 0
* LUMO level: 0.8 eV
* orbital gap: 9.09 eV
* SMILES string: C#CN(C)C=C.Br
* multiplicity: 1

How is the electron density shared among the atoms? According to natural (NBO), the charges in e are: C -0.3683; C 0.1890; N -0.4559; C -0.4075; C 0.0341; C -0.4992; H 0.2466; H 0.2036; H 0.2332; H 0.2003; H 0.2079; H 0.2255; H 0.1919; Br -0.1925; H 0.1915



w) is preferred energetically. Next in line: 47.0 kcal/mol higher.



w) ORCA calculation (ωB97M-V/def2-TZVPD) on a structure of composition C6H14NO.

Structure (XYZ):
```
22
Properties=species:S:1:pos:R:3
C -1.25 -2.61 -2.77
C -0.54 -1.94 -1.55
N -1.41 -0.83 -1.18
C -0.84 0.01 -0.11
C 0.13 -0.60 0.94
C 1.96 3.17 1.93
C 0.67 2.52 1.79
O -0.02 2.06 2.71
H -0.90 -2.18 -3.71
H -2.30 -2.32 -2.57
H -1.14 -3.70 -2.74
H -0.66 -2.67 -0.72
H 0.55 -1.79 -1.68
H -1.69 0.55 0.37
H -0.37 0.85 -0.64
H 0.14 0.02 1.83
H -0.19 -1.61 1.11
H 1.09 -0.65 0.38
H 2.14 3.51 2.95
H 2.64 3.52 1.15
H 1.80 1.94 1.68
H 0.17 2.75 0.83
```

Results
* charge: -1
* LUMO level: 3.0 eV
* orbital gap: 3.83 eV
* multiplicity: 1

How is the electron density shared among the atoms? According to natural (NBO), the charges in e are: C -0.6296; C -0.2354; N -0.8407; C -0.2191; C -0.6754; C -0.5715; C 0.2150; O -0.6008; H 0.1757; H 0.2300; H 0.1629; H 0.1082; H 0.1047; H 0.1515; H 0.0896; H 0.2081; H 0.2035; H 0.1800; H 0.2301; H 0.2324; H 0.3109; H 0.1698



x) ORCA calculation (ωB97M-V/def2-TZVPD) on a structure of composition C6H14NO.

Structure (XYZ):
```
22
Properties=species:S:1:pos:R:3
C -2.01 -1.44 -3.91
C -1.05 -0.94 -2.80
N -1.47 -1.35 -1.49
C -0.92 -0.33 -0.53
C 1.87 0.21 3.64
C 1.50 1.55 3.22
C 1.43 1.70 1.75
O 1.17 2.57 0.82
H -1.49 -1.35 -4.89
H -2.97 -0.82 -3.90
H -2.13 -2.46 -3.69
H -1.16 0.17 -2.87
H 0.09 -1.10 -2.88
H -1.48 0.65 -0.44
H 0.05 -0.22 -0.93
H -0.82 -0.85 0.43
H 3.02 0.16 3.75
H 1.53 -0.43 2.84
H 1.25 -0.29 4.43
H 1.13 2.53 3.76
H 1.93 0.83 1.31
H 0.53 1.23 2.39
```

Results
* charge: -1
* LUMO level: 2.8 eV
* orbital gap: 3.61 eV
* multiplicity: 1

How is the electron density shared among the atoms? According to natural (NBO), the charges in e are: C -0.6154; C -0.2277; N -0.8444; C -0.4544; C -0.6644; C -0.2688; C 0.1457; O -0.6164; H 0.1635; H 0.1893; H 0.1969; H 0.0994; H 0.0841; H 0.1251; H 0.1454; H 0.1482; H 0.2232; H 0.2498; H 0.2305; H 0.2430; H 0.1403; H 0.3072



w) is preferred energetically. Next in line: 27.0 kcal/mol higher.



w) ORCA calculation (ωB97M-V/def2-TZVPD) on the ion C6H14NO with charge -1.

Structure (XYZ):
```
22
Properties=species:S:1:pos:R:3
C 1.77 -1.78 0.28
N 0.70 -0.94 -0.31
C 0.59 0.32 0.33
C 1.37 1.45 -0.52
O 2.07 0.94 -1.54
C -1.06 0.69 0.11
C -1.74 0.01 1.32
C -1.71 0.23 -1.08
H 2.18 -1.42 1.22
H 2.53 -1.88 -0.40
H 1.39 -2.73 0.65
H 0.88 -0.65 -1.34
H 0.67 0.22 1.50
H 2.21 2.05 0.16
H 0.56 2.07 -0.91
H -1.10 1.80 0.19
H -1.79 0.64 2.17
H -1.13 -0.84 1.68
H -2.66 -0.49 1.04
H -2.60 0.83 -1.35
H -2.05 -0.79 -1.17
H -1.08 0.26 -2.01
```

Results
* charge: -1
* LUMO level: 4.0 eV
* orbital gap: 6.44 eV
* SMILES string: CN[C@@H](C[O-])C(C)C
* multiplicity: 1

How is the electron density shared among the atoms? According to natural (NBO), the charges in e are: C -0.3966; N -0.7186; C -0.0289; C -0.0383; O -0.9604; C -0.2452; C -0.6117; C -0.6221; H 0.1715; H 0.1929; H 0.1531; H 0.4144; H 0.1601; H 0.0581; H 0.0981; H 0.1854; H 0.1917; H 0.2010; H 0.1859; H 0.1884; H 0.2024; H 0.2187



x) ORCA calculation (ωB97M-V/def2-TZVPD) on a cluster of 2 separate species, C6H14NO in total.

Structure (XYZ):
```
22
Properties=species:S:1:pos:R:3
C 0.58 -1.03 -0.99
C 1.04 -0.25 -2.21
C 0.42 -0.12 0.23
N 1.74 0.66 0.50
C 0.77 2.47 1.86
C 1.33 1.10 1.61
C -2.62 -1.61 -0.18
O -2.40 -1.27 -1.47
H 1.33 -1.81 -0.76
H -0.40 -1.48 -1.18
H 1.90 0.38 -1.96
H 1.30 -0.92 -3.02
H 0.22 0.40 -2.55
H -0.43 0.52 0.00
H 0.08 -0.78 1.04
H -2.65 -0.73 0.53
H 0.96 2.82 2.87
H 1.16 3.17 1.13
H -0.31 2.44 1.74
H 1.43 0.49 2.54
H -1.86 -2.30 0.26
H -3.59 -2.14 0.01
```

Results
* charge: -1
* LUMO level: 3.5 eV
* orbital gap: 5.84 eV
* multiplicity: 1

How is the electron density shared among the atoms? According to natural (NBO), the charges in e are: C -0.4189; C -0.6100; C -0.2328; N -0.6300; C -0.7171; C 0.3434; C -0.1979; O -0.9720; H 0.1651; H 0.2988; H 0.2026; H 0.1903; H 0.2072; H 0.1946; H 0.1913; H 0.0632; H 0.2021; H 0.2299; H 0.2489; H 0.0947; H 0.0644; H 0.0823



w) is preferred energetically. Next in line: 33.0 kcal/mol higher.



w) ORCA calculation (ωB97M-V/def2-TZVPD) on the molecule C5H5NOS.

Structure (XYZ):
```
13
Properties=species:S:1:pos:R:3
O 2.25 1.14 -1.41
C 1.33 0.96 -0.44
C 0.29 0.04 -0.19
C -0.34 -0.80 -1.24
N -1.54 -1.10 -0.96
C -1.74 -0.56 0.45
C -0.68 0.12 0.89
S -0.38 0.81 2.48
H 2.08 0.40 -2.03
H 1.51 1.80 0.36
H 0.15 -1.13 -2.13
H -2.48 -1.09 1.03
H -0.44 -0.59 3.20
```

Results
* charge: 0
* LUMO level: -0.1 eV
* orbital gap: 8.78 eV
* SMILES string: O/C=C1\C=NC=C1S
* multiplicity: 1

How is the electron density shared among the atoms? According to natural (NBO), the charges in e are: O -0.6223; C 0.2873; C -0.2617; C 0.0505; N -0.3958; C -0.0462; C -0.2457; S -0.0009; H 0.4827; H 0.1918; H 0.1823; H 0.2117; H 0.1662



x) ORCA calculation (ωB97M-V/def2-TZVPD) on the molecule C5H5NOS.

Structure (XYZ):
```
13
Properties=species:S:1:pos:R:3
C 1.34 1.76 0.22
C 1.10 0.25 0.12
S 2.40 -0.81 -0.15
C -0.30 -0.13 0.11
C -1.40 0.98 -0.26
N -2.62 0.53 -0.27
O -2.42 -0.86 0.19
C -1.18 -1.24 0.15
H 2.54 2.00 0.36
H 0.86 2.42 0.96
H 0.93 2.11 -0.79
H -1.46 2.10 -0.10
H -0.86 -2.16 0.25
```

Results
* charge: 0
* LUMO level: -0.9 eV
* orbital gap: 7.90 eV
* SMILES string: CC(=S)c1cnoc1
* multiplicity: 1

How is the electron density shared among the atoms? According to natural (NBO), the charges in e are: C -0.6923; C -0.0551; S -0.0181; C -0.2524; C -0.0155; N -0.0979; O -0.3075; C 0.2580; H 0.2504; H 0.2384; H 0.2404; H 0.2433; H 0.2082



w) is preferred energetically. Next in line: 31.5 kcal/mol higher.